--- a ---
# C3H11N5

A 2-piece molecular cluster, C3H11N5 overall (the ωB97M-V functional and the def2-TZVPD basis, the OMol25 dataset).

Each line ends with the natural charge from an NBO analysis.
Atoms and positions in Å:
1 C 1.67095 0.83112 0.08582  0.589
2 C 1.78154 2.10301 0.74364  -0.752
3 C -1.03249 -0.77776 1.57514  -0.469
4 N 1.82259 -0.14554 -0.51583  -0.073
5 N -1.20221 -0.26978 0.23419  -0.114
6 N -2.27754 -0.06158 -1.61113  -0.512
7 N 1.78963 -1.17335 -1.34511  -0.591
8 N -2.20622 -0.47876 -0.40455  0.064
9 H 2.93097 2.25736 0.52133  0.329
10 H 1.65423 1.91059 1.89928  0.325
11 H 1.22248 2.85340 0.17687  0.309
12 H -1.90519 -1.15420 2.04254  0.234
13 H -0.28689 -1.66740 1.39168  0.251
14 H -0.52069 -0.00464 2.14261  0.252
15 H -1.50948 0.42797 -1.95276  0.423
16 H -3.00205 -0.36187 -2.19834  0.439
17 H 2.40763 -1.25993 -2.07112  0.432
18 H 1.62198 -2.13420 -0.84533  0.432
19 H -2.95924 -0.89444 0.13109  0.434

Calculated values
Charge   +2
Molecular weight   117.16 g/mol

***

--- b ---
# C3H11N5

C3H11N5 as an isolated structure (the ωB97M-V functional and the def2-TZVPD basis, the OMol25 dataset).

Each line ends with the natural charge from an NBO analysis.
Atoms and positions in Å:
1 C -0.09318 -0.13044 0.36357  0.490
2 C 1.56532 1.69475 0.44693  -0.460
3 C 1.75466 -2.03479 0.08083  -0.494
4 N -1.31213 -0.04815 0.37453  -0.019
5 N 1.17398 0.30786 0.40598  -0.033
6 N -3.53065 -0.56281 0.16324  -0.390
7 N 2.08731 -0.64918 0.30880  -0.289
8 N -2.49529 0.12792 0.29144  0.200
9 H -2.22883 2.53929 -2.07258  0.102
10 H 0.83968 2.28456 0.90318  0.270
11 H 2.64525 2.03095 0.58505  0.315
12 H 1.36696 1.99227 -0.56448  0.266
13 H 2.58043 -2.62067 -0.00528  0.278
14 H 1.10754 -2.50682 0.90067  0.250
15 H 1.29625 -2.31012 -0.90835  0.252
16 H -3.37581 -1.56134 0.05138  0.433
17 H -4.39886 -0.05871 0.08226  0.473
18 H 3.08542 -0.44837 0.11750  0.461
19 H -2.06804 1.95377 -1.52467  -0.103

Calculated values
Charge   +2
Molecular weight   117.16 g/mol

***

Which one sits at the bottom of the stability order? b does.

***

--- a ---
# C3H13N2O

A 2-piece molecular cluster, C3H13N2O overall (the ωB97M-V functional and the def2-TZVPD basis, the OMol25 dataset).

Each line ends with the natural charge from an NBO analysis.
Atoms and positions in Å:
1 N -1.03925 -1.02731 0.55827  -0.683
2 C -0.82006 0.35229 -0.02280  -0.052
3 C -2.00947 0.67854 -0.90255  -0.655
4 C 0.44912 0.37747 -0.91797  -0.248
5 N 1.33178 -0.73218 -0.47678  -0.896
6 H -1.87957 -0.94649 1.12404  0.438
7 H -0.19140 -1.28651 1.07976  0.470
8 H -1.10574 -1.75493 -0.15687  0.439
9 H -0.70478 0.98521 0.86013  0.221
10 H -2.93684 0.73009 -0.31373  0.224
11 H -2.17539 0.05444 -1.77742  0.236
12 H -1.90164 1.68761 -1.33272  0.258
13 H 0.23354 0.23157 -1.98503  0.208
14 H 0.82821 1.38564 -0.90746  0.229
15 H 1.39869 -1.45925 -1.17966  0.385
16 H 2.17676 -0.32577 -0.11923  0.420
17 H 2.11696 0.36601 2.59890  0.478
18 H 3.52654 0.60257 1.98199  0.493
19 O 2.70252 0.08101 1.88915  -0.963

Calculated values
Charge   +1
Molecular weight   93.15 g/mol

***

--- b ---
# C3H13N2O

C3H13N2O as an isolated structure (the ωB97M-V functional and the def2-TZVPD basis, the OMol25 dataset).

Each line ends with the natural charge from an NBO analysis.
Atoms and positions in Å:
1 C -1.89899 -0.73027 -0.17267  -0.222
2 C -0.94084 0.10801 -1.01565  -0.450
3 C 0.29939 0.60645 -0.25969  -0.211
4 N 0.93377 -0.45595 0.62938  -0.745
5 N -1.12331 -1.76734 0.63952  -0.814
6 H -2.41927 -0.04084 0.49329  0.213
7 H -2.54248 -1.34574 -0.80055  0.218
8 H -1.56505 1.00353 -1.16778  0.253
9 H -0.64697 -0.38951 -1.94100  0.222
10 H 0.00733 1.43287 0.38914  0.217
11 H 1.01309 0.91557 -1.00655  0.242
12 H 1.41742 -0.09389 1.45009  0.430
13 H 0.05806 -1.13506 0.84150  0.429
14 H 1.70084 -0.91291 0.13598  0.413
15 H -1.78094 -2.13358 1.31289  0.412
16 H -0.84589 -2.44487 -0.06403  0.386
17 H 3.28449 2.37642 -0.41227  0.490
18 H 2.49072 2.88680 0.76648  0.486
19 O 2.55864 2.12031 0.18190  -0.971

Calculated values
Charge   +1
Molecular weight   93.15 g/mol

***

Which one sits at the bottom of the stability order? a does.

***

--- a ---
# C3H13N2O

A 2-piece molecular cluster, C3H13N2O overall (the ωB97M-V functional and the def2-TZVPD basis, the OMol25 dataset).

Each line ends with the natural charge from an NBO analysis.
Atoms and positions in Å:
1 N -0.16158 0.79451 0.45121  -0.697
2 C 0.58486 -0.28925 -0.23104  -0.075
3 C -0.09682 -0.73907 -1.55297  -0.626
4 C 1.00438 -1.37338 0.74274  -0.247
5 N 0.16084 -1.47230 1.92099  -0.863
6 H -0.75612 0.29743 1.12502  0.448
7 H -0.77596 1.32228 -0.20280  0.477
8 H 0.33712 1.44306 1.04864  0.444
9 H 1.54322 0.01681 -0.64479  0.231
10 H -1.03456 -1.24922 -1.34354  0.221
11 H 0.51395 -1.40338 -2.16167  0.255
12 H -0.15350 0.15798 -2.18349  0.224
13 H 1.27681 -2.30809 0.23311  0.215
14 H 2.00408 -1.06156 1.10659  0.206
15 H -0.80676 -1.74430 1.72533  0.356
16 H 0.40040 -2.28557 2.48346  0.399
17 H -0.56155 3.44401 -0.88318  0.491
18 H -2.10714 3.45259 -1.02676  0.512
19 O -1.37168 2.99746 -0.60687  -0.973

Calculated values
Charge   +1
Molecular weight   93.15 g/mol

***

--- b ---
# C3H13N2O

A 2-piece molecular cluster, C3H13N2O overall (the ωB97M-V functional and the def2-TZVPD basis, the OMol25 dataset).

Each line ends with the natural charge from an NBO analysis.
Atoms and positions in Å:
1 C 0.13270 -1.22546 -0.08415  -0.234
2 C -0.50217 -0.30259 1.00801  -0.427
3 C -1.80970 0.12759 0.46207  -0.243
4 N -1.57528 1.01419 -0.70906  -0.866
5 N 0.58854 -0.41531 -1.16274  -0.749
6 H -0.54147 -2.02557 -0.36602  0.228
7 H 1.00873 -1.66615 0.37358  0.208
8 H 0.10899 0.51830 1.34213  0.226
9 H -0.65632 -1.05390 1.83201  0.251
10 H -2.61651 -0.60040 0.27178  0.227
11 H -2.13584 0.73436 1.33044  0.196
12 H -0.98231 1.76069 -0.36238  0.366
13 H -2.41853 1.46767 -1.09756  0.408
14 H 0.71652 -0.95788 -2.06916  0.433
15 H -0.11468 0.37775 -1.39515  0.472
16 H 1.45250 -0.22931 -0.67116  0.478
17 H 3.01794 0.40022 1.10378  0.492
18 H 3.51191 1.40394 -0.03945  0.522
19 O 2.81496 0.67186 0.23302  -0.986

Calculated values
Charge   +1
Molecular weight   93.15 g/mol

***

Which one sits at the bottom of the stability order? b does.

***

--- a ---
# C3H13N2O

A 2-piece molecular cluster, C3H13N2O overall (the ωB97M-V functional and the def2-TZVPD basis, the OMol25 dataset).

Each line ends with the natural charge from an NBO analysis.
Atoms and positions in Å:
1 N -0.70458 0.56841 0.33068  -0.682
2 C 0.39856 -0.40759 0.08164  -0.068
3 C 0.79946 -1.09918 1.36299  -0.651
4 C 1.61362 0.37723 -0.55348  -0.234
5 N 1.43771 1.81694 -0.42672  -0.881
6 H -1.34073 0.61502 -0.47149  0.454
7 H -0.29671 1.49761 0.49847  0.461
8 H -1.26350 0.28497 1.14020  0.439
9 H 0.03145 -1.12288 -0.64135  0.231
10 H 0.14890 -1.93899 1.64882  0.241
11 H 0.76212 -0.42093 2.21682  0.219
12 H 1.78969 -1.55287 1.35215  0.255
13 H 2.49515 0.08934 0.00072  0.209
14 H 1.69676 0.08572 -1.59591  0.224
15 H 1.94463 2.25185 0.33647  0.384
16 H 1.81932 2.31058 -1.22159  0.398
17 H -3.88330 -1.88888 -1.38006  0.490
18 H -4.04423 -0.39612 -1.47424  0.479
19 O -3.40433 -1.07022 -1.20411  -0.968

Calculated values
Charge   +1
Molecular weight   93.15 g/mol

***

--- b ---
# C3H13N2O

A 2-piece molecular cluster, C3H13N2O overall (the ωB97M-V functional and the def2-TZVPD basis, the OMol25 dataset).

Each line ends with the natural charge from an NBO analysis.
Atoms and positions in Å:
1 N -0.70301 -1.38993 -0.13544  -0.727
2 C -1.09536 0.04856 -0.76173  -0.218
3 C -1.17189 1.08106 0.44699  -0.239
4 N -0.02122 0.81218 1.35537  -0.704
5 C 1.32248 1.48576 1.10863  -0.421
6 H -0.79117 -1.44213 0.86252  0.454
7 H -1.14651 -2.05269 -0.84614  0.462
8 H 0.31430 -1.35423 -0.21804  0.466
9 H -0.42197 0.43805 -1.51993  0.234
10 H -2.10433 -0.03288 -1.29242  0.227
11 H -1.30078 2.04609 0.00252  0.214
12 H -2.18460 0.80704 0.78045  0.218
13 H -0.12078 0.91698 2.37253  0.402
14 H 1.61584 2.02331 2.10718  0.225
15 H 1.24678 2.32992 0.40730  0.198
16 H 1.98746 0.84054 0.65334  0.195
17 H 1.58220 -2.05846 -2.53265  0.500
18 H 1.66286 -2.64891 -1.11882  0.490
19 O 1.32969 -1.85026 -1.67164  -0.975

Calculated values
Charge   +1
Molecular weight   93.15 g/mol

***

Which one sits at the bottom of the stability order? b does.